Below is C35H37EuNO3P2 as an isolated structure, with properties calculated with ωB97M-V/def2-TZVPD.

Structure (XYZ):
```
79
Properties=species:S:1:pos:R:3:forces:R:3:lowdin_charge:R:1
Eu 1.722609 -0.961888 2.994060 -0.07 0.28 1.52 1.5252
C -2.961678 0.099250 6.764751 1.45 -0.05 -0.56 -0.1138
C -2.977531 -0.014964 5.423660 0.72 -1.31 0.76 -0.1178
C -3.131456 0.994098 4.320792 -0.17 -0.42 -0.32 -0.1984
C -1.877804 1.584840 3.641578 -1.23 0.50 -0.83 -0.2060
C -0.949375 2.372172 4.483758 0.69 -0.97 0.08 -0.1394
C -1.056019 2.534981 5.787552 -0.33 0.68 2.15 -0.0930
C -2.315973 2.616166 6.685790 -0.11 -0.06 0.20 -0.1820
C -2.714190 1.364834 7.529101 -0.87 0.76 -0.08 -0.1985
C 3.253866 0.302652 4.542545 1.27 -0.50 -1.62 -0.4047
H -2.875844 -0.805288 7.388223 -0.07 0.30 -0.60 0.1048
H -2.777043 -1.043575 5.057774 -0.61 0.49 0.18 0.1034
H -3.758473 1.823010 4.663098 0.01 -0.24 -0.32 0.1005
H -3.676039 0.427500 3.527309 0.11 0.71 0.40 0.1115
H -1.339397 0.848478 3.015289 0.05 -0.07 0.64 0.0730
H -2.294256 2.227602 2.866346 -0.07 0.26 -0.33 0.1051
H -0.002687 2.620154 4.012928 0.19 -0.22 0.12 0.0955
H -0.163697 2.742496 6.409474 -0.32 0.31 -0.84 0.1126
H -3.219071 2.990960 6.128760 1.04 -0.31 0.52 0.1085
H -2.066322 3.380156 7.464228 -0.29 -0.30 -0.79 0.1088
H -2.026627 1.241097 8.393156 -0.18 -0.31 -0.77 0.1200
H -3.678949 1.615910 7.986525 0.06 0.24 0.29 0.1028
H 3.385668 -0.324350 5.476692 -0.08 1.21 -1.05 -0.0287
H 3.016873 1.388532 4.625650 0.01 -0.89 0.58 -0.0551
H 4.190323 0.273785 3.926391 0.04 0.08 0.61 -0.0913
P 0.168269 -2.280804 -2.742162 -0.06 -0.33 -0.33 1.0013
P 2.116544 0.280850 -3.118600 0.51 0.55 -0.85 0.9992
C -0.457233 -0.713892 -3.404555 0.54 1.35 -0.18 -0.3358
C 0.382745 0.333632 -3.603737 -1.39 -1.05 -0.40 -0.3704
C -0.623580 -3.398347 -3.997429 0.11 -0.26 -0.08 -0.3881
C -1.758366 -3.060531 -4.755553 -0.05 -0.49 -0.09 -0.0982
C -2.309971 -3.976050 -5.662980 0.33 -0.06 0.15 -0.0807
C -1.707755 -5.228631 -5.839483 0.20 0.08 0.24 -0.0858
C -0.535620 -5.554610 -5.132936 -0.20 0.18 -0.11 -0.0858
C 0.015692 -4.636891 -4.233487 -0.48 0.27 0.01 -0.1119
C -0.907862 -2.384444 -1.256113 -0.09 -0.12 -0.28 -0.3812
C -0.617046 -1.510044 -0.195628 -0.08 -0.30 -0.06 -0.1319
C -1.379304 -1.552833 0.962121 -0.24 -0.04 0.05 -0.1189
C -2.467245 -2.431099 1.053008 0.06 -0.05 0.01 -0.0756
C -2.749940 -3.299458 -0.002618 0.12 0.13 0.13 -0.0719
C -1.960280 -3.293911 -1.153840 0.04 0.31 0.39 -0.0785
C 2.736402 0.997342 -4.761528 -0.11 -0.07 0.23 -0.3525
C 2.598954 0.200719 -5.919725 0.13 0.38 0.16 -0.1088
C 2.983000 0.707263 -7.164731 0.01 0.19 0.24 -0.0899
C 3.489581 2.010835 -7.266049 -0.01 -0.06 0.26 -0.0937
C 3.630852 2.800152 -6.120356 -0.08 -0.28 0.07 -0.0857
C 3.264419 2.292843 -4.867437 -0.12 -0.21 -0.21 -0.0896
C 2.125801 1.785736 -2.069732 0.30 -0.13 0.10 -0.4244
C 3.280606 1.934926 -1.283546 -0.41 0.28 -0.21 -0.1323
C 3.452077 3.080908 -0.518212 -0.06 0.12 0.07 -0.0873
C 2.466670 4.074004 -0.512822 0.11 -0.15 -0.03 -0.0833
C 1.306843 3.914119 -1.271027 0.07 -0.19 0.06 -0.0789
C 1.125185 2.762631 -2.040358 0.34 0.23 0.16 -0.0912
H -1.527178 -0.655626 -3.662325 0.62 0.24 0.08 0.0692
H 0.060988 1.229680 -4.156151 -0.14 -0.38 0.37 0.0830
H -2.233974 -2.084351 -4.660863 0.10 -0.40 0.05 0.0850
H -3.208455 -3.701400 -6.228604 0.42 -0.17 0.23 0.1069
H -2.146716 -5.951980 -6.531964 0.18 0.26 0.23 0.1033
H -0.046891 -6.524338 -5.285430 -0.25 0.44 0.02 0.1054
H 0.945161 -4.867149 -3.700608 -0.40 0.04 -0.17 0.0971
H 0.200738 -0.790272 -0.287096 -0.14 -0.15 -0.08 0.0857
H -1.150431 -0.876747 1.793576 -0.25 -0.20 -0.26 0.0524
H -3.090344 -2.433618 1.949047 0.21 -0.04 -0.25 0.1075
H -3.588660 -3.987271 0.062156 0.11 0.12 0.07 0.1069
H -2.168229 -3.979590 -1.972849 0.00 0.15 0.16 0.1018
H 2.169657 -0.806419 -5.853013 0.21 0.38 0.03 0.1027
H 2.881334 0.088185 -8.058808 0.01 0.21 0.28 0.1029
H 3.776717 2.413455 -8.237519 -0.08 -0.13 0.23 0.1006
H 4.020218 3.818282 -6.185065 -0.10 -0.32 -0.07 0.1035
H 3.362534 2.921523 -3.975686 -0.01 -0.26 -0.38 0.0988
H 4.045940 1.158811 -1.314227 -0.13 0.18 0.06 0.0961
H 4.360842 3.193235 0.068195 -0.19 0.08 -0.03 0.1052
H 2.608662 4.970344 0.088203 -0.04 -0.18 -0.13 0.1046
H 0.538848 4.686009 -1.268226 0.17 -0.15 0.04 0.1054
H 0.217070 2.656917 -2.629152 0.22 0.01 0.14 0.0918
O -0.020158 -1.502069 6.981326 1.45 0.68 -2.12 0.0132
N 0.637409 -1.133199 5.986669 -0.07 0.35 0.72 -0.5007
O 1.208729 -0.003389 5.889888 -2.43 -2.57 0.41 -0.1205
O 0.769871 -1.992046 4.952598 -0.22 1.38 0.92 -0.3189
```
Positions in Å, forces in eV/Å.

Gap between HOMO and LUMO (alpha / beta) = 6.09 / 6.15 eV
Calculated total energy = -82425.6274 eV
Maximum force = 3.56 eV Å⁻¹
LUMO (alpha / beta) = -0.029 / -0.027 Ha
⟨S²⟩ = 15.76
2S+1 = 8

Below is C35H37N10O3Pb as an isolated structure, with properties calculated with ωB97M-V/def2-TZVPD.

Structure (XYZ):
```
86
Properties=species:S:1:pos:R:3:forces:R:3:lowdin_charge:R:1
Pb 0.361905 0.538977 -0.398682 -0.06 -0.10 -0.04 1.4789
O -1.859556 -2.959273 0.912984 -0.02 0.04 -0.09 0.0890
C -1.620858 -3.498943 2.119295 0.03 -0.01 0.14 -0.2458
C -1.891088 -4.849443 2.299604 -0.01 -0.05 0.00 0.0266
C -1.642234 -5.440293 3.522167 0.00 0.05 -0.05 0.0024
C -1.109480 -4.714419 4.598390 0.03 -0.01 0.06 -0.0371
C -0.831886 -3.384640 4.440381 -0.02 -0.02 0.00 -0.0058
C -1.088148 -2.749970 3.203368 -0.03 0.03 -0.17 -0.1042
C -0.827539 -1.372185 2.979044 0.04 -0.26 -0.05 -0.2938
O -0.954352 -0.716510 1.972814 0.06 0.24 0.11 0.0116
N -0.229635 -0.636327 4.179903 -0.05 0.29 0.05 0.2939
N -0.795798 0.354477 4.478520 -0.11 -0.18 -0.03 0.1279
C -1.391058 1.398745 4.851495 0.13 -0.14 0.03 0.0894
C -1.109190 2.706462 4.259207 -0.03 0.16 0.00 -0.2751
C -1.633229 3.836995 4.867271 -0.04 -0.09 0.03 0.0207
C -1.323293 5.071536 4.310101 0.04 0.05 -0.04 -0.0062
C -0.520102 5.103100 3.186884 -0.03 -0.03 0.02 0.0003
C -0.057570 3.899073 2.648844 0.00 0.02 0.04 -0.1075
N -0.338568 2.713362 3.165248 0.02 -0.03 -0.01 0.1096
H -1.714651 -1.996097 0.950754 -0.02 -0.03 0.05 0.0668
H -2.304119 -5.413708 1.474695 0.00 0.00 0.00 0.1370
H -1.863150 -6.491762 3.651879 0.00 0.00 0.00 0.1319
H -0.919183 -5.206877 5.541016 0.00 0.01 0.00 0.1251
H -0.404040 -2.817430 5.257044 0.00 -0.01 0.01 0.1200
H -2.100586 1.252409 5.663380 -0.01 0.06 -0.01 0.1793
H -2.254455 3.761978 5.750356 0.01 -0.01 0.00 0.1326
H -1.700100 5.982812 4.753916 0.00 0.00 -0.01 0.1329
H -0.248832 6.040831 2.722384 0.00 0.00 -0.01 0.1263
H 0.568012 3.905765 1.764061 0.01 0.00 0.01 0.1117
C -1.580415 -1.397042 -2.475282 -0.02 0.00 0.06 -0.0864
N -0.249736 -1.489004 -1.852673 0.03 -0.03 -0.01 -0.1186
C 0.816562 -1.685080 -2.846263 0.02 -0.01 0.03 -0.1029
C 1.206665 -0.346025 -3.388500 -0.02 0.11 -0.01 -0.3156
N 1.016861 0.768949 -2.710822 -0.03 -0.10 0.05 -0.0050
C 1.546131 1.800531 -3.492063 0.04 -0.01 -0.10 -0.2209
C 1.603450 3.174236 -3.272111 0.02 0.02 0.01 -0.0134
C 2.186044 3.945042 -4.256898 -0.01 0.02 0.04 -0.0524
C 2.693215 3.375248 -5.435494 0.00 -0.04 -0.02 -0.0443
C 2.635178 2.016276 -5.668469 0.03 0.03 -0.02 0.0137
C 2.053749 1.247068 -4.668937 -0.06 0.05 0.09 -0.1651
N 1.812712 -0.120277 -4.563433 0.01 -0.10 -0.05 0.2023
C -2.501321 -0.667550 -1.552705 -0.14 0.00 -0.07 -0.3080
N -2.064602 0.159567 -0.632399 0.22 -0.02 -0.03 -0.0018
C -3.194002 0.679282 -0.003293 -0.11 0.00 0.02 -0.2257
C -3.306707 1.595811 1.039386 -0.05 0.00 -0.01 -0.0204
C -4.583243 1.924782 1.448540 0.03 0.01 0.02 -0.0624
C -5.719591 1.357477 0.848332 -0.01 -0.02 -0.02 -0.0496
C -5.617609 0.445409 -0.182458 -0.03 0.00 0.00 0.0162
C -4.329970 0.122008 -0.593188 0.10 0.03 0.04 -0.1606
N -3.844648 -0.736337 -1.575841 0.01 -0.02 -0.02 0.2047
H -1.983859 -2.380998 -2.727850 0.02 -0.01 0.00 0.1480
H -1.488825 -0.832046 -3.406046 0.00 0.03 0.00 0.1463
H -0.226985 -2.262026 -1.192892 0.01 0.01 0.01 0.1107
H 0.512143 -2.361945 -3.648919 0.00 0.01 -0.02 0.1443
H 1.673680 -2.130645 -2.339826 -0.01 -0.01 0.00 0.1325
H 1.202432 3.624137 -2.372653 0.00 0.01 -0.01 0.1089
H 2.251635 5.016403 -4.127096 -0.01 0.00 0.01 0.1181
H 3.135328 4.020749 -6.181508 0.00 0.00 0.00 0.1219
H 3.022266 1.581273 -6.579732 -0.01 0.00 0.00 0.1265
H 2.040423 -0.817893 -5.255172 0.00 0.00 0.00 0.1858
H -2.428941 2.037142 1.494731 0.01 0.01 0.01 0.0880
H -4.722773 2.646198 2.242831 0.00 0.00 0.00 0.1098
H -6.699640 1.649498 1.199186 0.00 0.00 0.00 0.1203
H -6.494985 0.014853 -0.645323 0.00 0.01 0.00 0.1272
H -4.398896 -1.305250 -2.197019 0.00 0.00 0.00 0.1856
C 1.785477 -3.883889 1.196675 0.00 0.04 0.01 -0.0071
N 2.957851 -3.039379 1.034093 0.04 -0.04 -0.03 -0.0606
C 4.226710 -3.636179 1.468573 0.01 0.02 -0.01 -0.1287
C 5.391721 -2.981741 0.759618 -0.03 -0.01 0.00 -0.1350
C 5.270250 -1.479824 0.889023 0.00 0.00 0.01 -0.1240
N 3.961471 -1.042898 0.386269 0.11 0.05 -0.04 -0.0644
C 3.829585 0.329868 -0.070598 0.01 0.03 0.02 -0.0360
C 2.863929 -1.809602 0.498689 -0.10 -0.13 0.08 -0.4456
O 1.730797 -1.387633 0.094631 -0.01 0.12 -0.04 -0.2299
H 1.835768 -4.741517 0.522879 -0.01 0.00 0.00 0.1087
H 0.884561 -3.314784 0.992993 0.03 -0.02 -0.02 0.0610
H 1.747173 -4.256583 2.222207 0.00 0.00 0.00 0.1041
H 4.183055 -4.700727 1.238809 0.00 0.00 0.00 0.1336
H 4.319448 -3.537357 2.553747 0.00 0.00 0.00 0.1380
H 5.394066 -3.261704 -0.295750 0.00 0.00 0.00 0.1308
H 6.331003 -3.320072 1.193470 0.00 0.00 0.01 0.1342
H 6.035748 -0.980595 0.298198 0.00 0.00 0.00 0.1312
H 5.392457 -1.165259 1.929719 0.01 0.00 0.00 0.1403
H 4.823321 0.758180 -0.169507 0.00 -0.02 -0.01 0.1043
H 3.281537 0.944185 0.650154 -0.02 0.01 -0.01 0.0797
H 3.349177 0.385187 -1.049550 -0.02 -0.02 0.00 0.0696
```
Positions in Å, forces in eV/Å.

Energy relative to the best compared isomer or geometry (same formula, charge and spin) = 8.8 kcal/mol
Gap between HOMO and LUMO = 6.55 eV
Calculated total energy = -63165.3911 eV
Maximum force = 0.30 eV Å⁻¹
LUMO = -0.333 Ha
2S+1 = 1
Total charge = +3

Below is a 2-piece molecular cluster, C35H37N3O3 overall, with properties calculated with ωB97M-V/def2-TZVPD.

Structure (XYZ):
```
78
Properties=species:S:1:pos:R:3:forces:R:3:lowdin_charge:R:1
C 2.108819 0.707226 1.768923 0.02 -0.05 0.06 -0.0625
C 0.897176 -0.190555 1.989408 -0.51 -0.11 -0.65 -0.5768
C 0.912243 -0.765612 3.405493 0.12 0.09 0.03 -0.0426
C -0.383600 0.623620 1.744831 0.17 -0.26 0.13 -0.0684
C -1.651002 -0.238944 1.709175 -0.44 0.48 -0.02 -0.4907
O -2.705998 0.311792 2.075236 0.78 -0.60 -0.44 -0.0360
N -1.615183 -1.522744 1.245488 0.18 -0.01 0.21 0.1354
C -0.446288 -2.081123 0.840272 0.08 0.26 -0.16 -0.5091
O -0.419023 -3.203544 0.298827 0.02 0.26 0.59 -0.0489
C 0.894007 -1.335197 0.963717 -0.09 0.00 0.12 -0.0667
H 2.093600 1.131469 0.753409 0.07 -0.10 0.30 0.0856
H 2.099750 1.526854 2.496445 0.09 -0.03 -0.13 0.0847
H 3.031685 0.133241 1.904425 0.00 0.13 -0.06 0.0841
H 0.055220 -1.416680 3.614370 0.07 0.12 -0.12 0.0794
H 1.828075 -1.346287 3.546783 -0.05 -0.03 0.07 0.0832
H 0.918882 0.047705 4.136306 -0.05 -0.05 0.05 0.0838
H -0.498576 1.367279 2.544581 -0.14 -0.06 -0.29 0.1243
H -0.316838 1.156047 0.776186 -0.01 -0.17 0.37 0.1336
H 1.149903 -0.943566 -0.038912 -0.10 -0.19 0.32 0.1306
H 1.642680 -2.089310 1.235845 -0.04 0.11 -0.22 0.1218
C -1.509614 -6.476685 4.855102 0.42 -0.04 -0.06 -0.0003
N -2.788735 -6.025061 4.364970 -0.90 -0.03 0.48 -0.0377
C -3.954185 -6.096959 5.088696 0.90 -0.21 0.81 -0.3902
O -4.064503 -6.580494 6.211042 -0.18 0.58 -1.39 0.0746
C -5.060958 -5.455494 4.248183 -0.15 -0.86 0.03 -0.1524
C -5.756861 -4.275194 4.898521 0.09 0.31 0.67 -0.0857
C -4.748790 -3.202357 5.208912 -0.17 0.36 0.36 -0.2350
C -4.012186 -3.243953 6.399102 0.15 -0.07 -0.17 -0.0419
C -2.975206 -2.331783 6.604744 0.18 -0.06 -0.22 -0.0715
C -2.663666 -1.389236 5.615131 -0.41 -0.16 0.27 -0.0699
C -3.482535 -1.281916 4.493389 0.21 0.29 -0.13 -0.0532
C -4.521557 -2.176612 4.295761 0.19 -0.27 0.15 -0.0391
N -4.334684 -5.039121 3.049511 -0.62 1.35 -1.21 0.0502
C -4.865087 -4.262248 2.110894 0.10 -1.68 1.33 -0.0098
C -4.110656 -3.811220 1.025942 0.31 0.84 -1.45 -0.0371
C -4.660714 -3.832618 -0.230965 -0.08 -0.20 1.46 0.0246
C -3.963182 -3.626163 -1.456077 0.50 -0.08 -1.72 -0.2120
C -4.554777 -4.103517 -2.653277 0.00 0.29 0.51 -0.0368
C -3.943244 -3.912665 -3.880780 0.14 0.11 -0.13 -0.0843
C -2.700734 -3.255827 -3.950668 -0.37 -0.06 0.52 -0.0627
C -2.076133 -2.832516 -2.767779 -0.29 -0.09 -0.36 -0.0470
C -2.699340 -3.017835 -1.537570 -0.13 -0.09 0.26 0.0036
C -2.888079 -5.396750 3.063268 0.15 0.26 0.55 -0.2120
C -2.493100 -6.280554 1.921107 -0.12 -0.86 -0.35 -0.0186
C -2.989251 -7.526473 1.792778 0.13 1.21 0.48 -0.0281
C -2.792222 -8.392053 0.647455 0.33 -0.99 -1.14 -0.2199
C -3.393891 -9.673048 0.630195 0.28 0.61 0.15 -0.0430
C -3.174163 -10.556839 -0.420000 0.29 0.17 -0.35 -0.0844
C -2.334008 -10.186065 -1.485105 -0.25 0.24 0.51 -0.0814
C -1.765929 -8.904084 -1.507013 -0.22 0.01 0.33 -0.0734
C -2.005451 -8.002040 -0.464014 -0.24 -0.53 0.25 -0.0168
H -1.614578 -6.903393 5.855056 -0.20 0.11 -0.22 0.0974
H -1.103070 -7.233152 4.173173 -0.01 0.11 0.17 0.0945
H -0.808320 -5.631930 4.902696 -0.13 -0.16 -0.01 0.1040
H -5.790356 -6.253028 4.018646 0.24 0.26 -0.11 0.1731
H -6.528937 -3.892904 4.228760 -0.06 -0.05 0.05 0.1139
H -6.248870 -4.601868 5.819164 0.02 -0.16 -0.16 0.1360
H -4.224616 -4.035024 7.125851 0.11 0.36 -0.18 0.1159
H -2.388567 -2.381190 7.523887 -0.14 0.00 -0.27 0.1036
H -1.810435 -0.719413 5.719053 -0.25 -0.12 0.10 0.1032
H -3.309842 -0.516588 3.738668 0.07 -0.18 0.18 0.0738
H -5.125081 -2.110246 3.390700 0.06 0.17 0.19 0.1117
H -5.945336 -4.066264 2.193710 0.49 -0.32 -0.15 0.1583
H -3.081348 -3.464728 1.183922 -0.10 -0.27 -0.10 0.1021
H -5.701833 -4.148231 -0.333965 0.12 0.05 0.09 0.1260
H -5.508655 -4.623234 -2.565165 0.12 0.13 -0.24 0.1093
H -4.449326 -4.251689 -4.788626 0.27 0.09 0.29 0.1043
H -2.244971 -3.066369 -4.922216 -0.04 -0.10 0.27 0.1041
H -1.104312 -2.342994 -2.812389 -0.22 -0.14 0.08 0.1120
H -2.209933 -2.723840 -0.612166 -0.08 0.11 -0.37 0.0606
H -2.266020 -4.484394 3.020115 -0.38 -0.07 0.16 0.1708
H -1.774718 -5.846879 1.222013 -0.38 -0.08 0.04 0.1145
H -3.600050 -7.926782 2.612735 0.02 0.14 -0.32 0.1267
H -4.029516 -9.947598 1.477339 0.20 -0.04 -0.30 0.1107
H -3.649364 -11.538026 -0.411585 0.16 0.24 -0.01 0.1032
H -2.130514 -10.893604 -2.286869 -0.07 0.19 0.14 0.1013
H -1.128314 -8.604630 -2.337858 -0.17 -0.07 0.18 0.1052
H -1.572886 -7.000149 -0.486572 -0.06 -0.35 -0.11 0.1099
```
Positions in Å, forces in eV/Å.

Gap between HOMO and LUMO = 6.50 eV
Calculated total energy = -47507.6122 eV
Maximum force = 2.15 eV Å⁻¹
LUMO = -0.056 Ha
2S+1 = 1

Question: Which of these has the highest 2S+1?
Answer: C35H37EuNO3P2

Question: The lowest maximum force belongs to which entry?
Answer: C35H37N10O3Pb